[1]
{
  "formula": "C4H7BrNS",
  "method": "the ωB97M-V functional and the def2-TZVPD basis",
  "charge": 1,
  "gap_ev": [6.443, 7.484],
  "s_squared": 2.008,
  "spin_multiplicity": 3,
  "fmax_ev_per_a": 10.28,
  "symbols": ["C", "C", "C", "C", "N", "S", "Br", "H", "H", "H", "H", "H", "H", "H"],
  "coordinates": [[0.658259, 1.903649, 1.070592], [-0.501540, 1.384537, 0.711515], [0.755419, -0.575200, 1.020693], [-0.224136, -0.224449, -1.166843], [-0.455795, 0.008506, 0.319850], [2.029473, 0.772037, 1.126663], [-2.053469, 2.489968, 0.456363], [0.897740, 2.907608, 1.428951], [0.325771, -0.769194, 2.061984], [1.281794, -1.483333, 0.465567], [0.352770, 0.554712, -1.466998], [0.227004, -1.155701, -1.311652], [-1.196366, -0.193272, -1.584142], [-1.374045, -0.545760, 0.575665]],
  "forces_ev_per_angstrom": [[9.410, 3.293, 2.502], [-8.089, -1.844, -1.423], [0.878, -1.626, 1.447], [-2.204, -0.350, 1.371], [-0.895, -1.931, -0.543], [-3.106, 0.617, -0.521], [1.405, -1.331, -0.134], [-0.560, -0.485, -0.190], [1.245, -0.285, -1.319], [-1.769, 1.792, 1.373], [1.739, 2.131, -1.214], [0.590, -1.383, -0.219], [-0.765, 0.117, -0.877], [2.122, 1.287, -0.254]]
}

=====

[2]
{
  "formula": "C34H67ClInN13O2",
  "method": "the ωB97M-V functional and the def2-TZVPD basis",
  "charge": 2,
  "gap_ev": 8.051,
  "fmax_ev_per_a": 3.46,
  "symbols": ["In", "C", "N", "C", "C", "N", "C", "C", "N", "C", "C", "N", "C", "N", "C", "C", "N", "C", "C", "C", "C", "N", "C", "N", "C", "C", "N", "C", "C", "N", "C", "C", "H", "H", "H", "H", "H", "H", "H", "H", "H", "H", "H", "H", "H", "H", "H", "H", "H", "H", "H", "H", "H", "H", "H", "H", "H", "H", "H", "H", "H", "H", "H", "H", "H", "H", "H", "H", "H", "H", "H", "H", "H", "H", "H", "H", "H", "H", "H", "H", "C", "C", "N", "C", "C", "N", "C", "C", "N", "H", "H", "H", "H", "H", "H", "H", "H", "H", "H", "H", "H", "H", "H", "H", "Cl", "C", "C", "C", "C", "C", "C", "C", "O", "O", "H", "H", "H", "H"],
  "coordinates": [[-0.313761, -0.018591, -0.000551], [3.381283, -1.471485, 4.188275], [2.116248, -0.802663, 4.448938], [1.732877, -0.748067, 5.854443], [1.409454, -0.118031, 3.501240], [1.161194, -0.577200, 2.317342], [1.438282, -1.986541, 2.091539], [0.270370, -2.703600, 1.429390], [0.109501, -2.338113, 0.015558], [-1.167245, -2.848594, -0.494491], [-1.389464, -2.390829, -1.916578], [-1.240383, -0.935244, -2.033331], [-2.032405, -0.305082, -2.876572], [-1.530613, 0.764845, -3.567397], [-2.376283, 1.795691, -4.145618], [-0.177345, 0.737257, -4.089771], [-3.327488, -0.637746, -3.133048], [-4.200055, -1.126113, -2.082180], [-3.880431, -0.680164, -4.477171], [1.267767, -2.774869, -0.780442], [1.719155, -1.708398, -1.771193], [2.296499, -0.622854, -0.998653], [3.461163, -0.149449, -1.335884], [4.013522, -0.281590, -2.588373], [5.396446, -0.686443, -2.784011], [3.261975, -0.073668, -3.805844], [4.212226, 0.539470, -0.423319], [5.216766, 1.515130, -0.812647], [4.253022, 0.150125, 0.975154], [1.041363, 1.227323, 3.806175], [2.142352, 2.025415, 4.347726], [-0.220826, 1.489370, 4.506810], [4.140386, -1.055306, 4.855689], [3.699025, -1.304255, 3.161149], [3.325667, -2.546024, 4.378958], [1.981966, -1.706257, 6.310007], [0.658680, -0.614029, 5.946176], [2.256480, 0.030300, 6.415928], [1.632198, -2.512967, 3.026914], [2.326240, -2.069826, 1.460241], [-0.632479, -2.429354, 1.975689], [0.414332, -3.786868, 1.516802], [-1.968247, -2.453244, 0.121912], [-1.195646, -3.943265, -0.432923], [-2.363246, -2.762884, -2.239287], [-0.647150, -2.859864, -2.575234], [-3.342266, 1.812131, -3.647352], [-2.531329, 1.652662, -5.217870], [-1.894475, 2.766736, -4.008111], [0.353252, -0.112803, -3.673605], [0.356918, 1.660407, -3.849187], [-0.194665, 0.640911, -5.180112], [-3.707314, -1.004175, -1.122029], [-4.467746, -2.177038, -2.230416], [-5.127615, -0.548305, -2.080131], [-3.095877, -0.550392, -5.218369], [-4.653529, 0.076329, -4.631028], [-4.336687, -1.658816, -4.640285], [1.047461, -3.710183, -1.302568], [2.100223, -2.969246, -0.107679], [0.852310, -1.344136, -2.322512], [2.429654, -2.170867, -2.462705], [5.841498, -0.976946, -1.835559], [5.996131, 0.107880, -3.237078], [5.424397, -1.550964, -3.451662], [2.280280, 0.330336, -3.571295], [3.137952, -0.995963, -4.382304], [3.792669, 0.644180, -4.437906], [5.055234, 1.840014, -1.836998], [6.233516, 1.123989, -0.720986], [5.130767, 2.383620, -0.155889], [3.377733, -0.450167, 1.208072], [4.265376, 1.038943, 1.608545], [5.158502, -0.428339, 1.187655], [3.058502, 1.810135, 3.797573], [2.318107, 1.863467, 5.414228], [1.895945, 3.080062, 4.213177], [-0.970586, 0.784760, 4.166611], [-0.547560, 2.508130, 4.285036], [-0.113117, 1.406640, 5.592096], [1.663192, 2.408794, -1.185456], [1.764442, 2.166148, 0.331771], [0.452067, 2.010979, 0.948432], [-0.456952, 3.146983, 0.849234], [-1.887534, 2.641039, 0.645906], [-1.941286, 1.758328, -0.508218], [-1.925949, 2.358526, -1.826045], [-0.493727, 2.552857, -2.398725], [0.529318, 1.701365, -1.787503], [1.580644, 3.479005, -1.378105], [2.600017, 2.078100, -1.631069], [2.297010, 1.229425, 0.486552], [2.337796, 2.980935, 0.788444], [0.558801, 1.695958, 1.930166], [-0.419515, 3.772923, 1.743884], [-0.182866, 3.772400, 0.000371], [-2.182507, 2.060984, 1.523771], [-2.564785, 3.493703, 0.536054], [-2.724490, 1.121591, -0.413389], [-2.434870, 3.327802, -1.820788], [-2.470217, 1.694571, -2.492011], [-0.548524, 2.371137, -3.472866], [-0.211212, 3.597692, -2.273810], [0.835485, 0.974769, -2.419799], [-8.550444, -2.135697, 2.616783], [-6.875948, -1.782984, 2.418303], [-6.269863, -0.816486, 3.207619], [-4.924605, -0.532904, 3.038712], [-4.182930, -1.208556, 2.078608], [-4.794104, -2.193070, 1.309679], [-6.137963, -2.478952, 1.470352], [-2.738864, -0.864768, 1.835914], [-1.904305, -0.898687, 2.734010], [-2.462161, -0.550362, 0.608976], [-6.853108, -0.286788, 3.948054], [-4.451538, 0.217733, 3.658924], [-4.206967, -2.761817, 0.600648], [-6.618585, -3.231147, 0.859754]],
  "forces_ev_per_angstrom": [[-0.404, 0.713, -0.293], [0.044, 0.072, 0.033], [0.172, -0.084, 0.341], [0.025, 0.063, -0.031], [0.109, 0.137, -0.332], [-0.297, 0.035, -0.085], [-0.202, -0.204, 0.110], [0.160, -0.019, 0.486], [-0.133, 0.906, 0.484], [-0.154, -0.458, -0.258], [-0.170, 0.023, -0.139], [-0.258, 0.204, 0.229], [0.061, -0.651, -0.503], [0.574, -2.057, -2.460], [-0.832, -0.456, -2.585], [0.253, -1.806, -2.188], [0.305, 0.192, 0.158], [-0.090, -0.156, 0.154], [-0.084, 0.038, -0.231], [0.141, -0.049, -0.470], [0.440, -0.148, 0.174], [-0.390, 0.245, 0.071], [0.074, -0.259, -0.116], [0.073, 0.026, 0.030], [0.052, 0.060, -0.002], [-0.008, -0.072, 0.008], [0.305, -0.205, 0.004], [-0.006, 0.009, 0.032], [0.069, -0.160, -0.093], [-0.098, -0.050, -0.102], [-0.046, 0.011, -0.103], [0.022, -0.117, -0.151], [0.034, 0.017, -0.043], [-0.006, -0.035, 0.106], [0.004, -0.008, -0.039], [-0.030, -0.018, -0.008], [0.011, 0.023, 0.049], [-0.001, -0.009, -0.013], [-0.038, -0.019, -0.107], [0.047, -0.101, 0.207], [0.007, -0.108, -0.119], [0.025, 0.011, -0.086], [0.174, -0.194, 0.010], [0.149, 0.023, -0.085], [0.037, 0.089, -0.036], [-0.099, 0.012, -0.006], [-0.201, -0.018, -0.851], [0.066, -0.119, -0.004], [-0.707, -0.163, -0.477], [-0.234, -0.202, -0.349], [0.725, -1.534, -1.441], [-0.032, -0.188, -0.026], [-0.064, -0.049, 0.064], [0.028, 0.027, -0.012], [0.032, 0.009, -0.036], [-0.019, 0.009, 0.016], [0.029, -0.003, 0.023], [0.046, 0.004, 0.043], [-0.169, -0.022, 0.083], [-0.064, -0.103, -0.136], [0.200, -0.231, -0.157], [-0.001, 0.063, -0.023], [0.012, 0.018, -0.007], [0.009, -0.010, 0.031], [0.006, -0.003, 0.032], [0.177, -0.020, -0.046], [-0.042, 0.007, 0.022], [-0.055, 0.011, -0.007], [0.006, -0.004, -0.004], [-0.007, 0.004, -0.008], [0.020, 0.008, -0.017], [0.082, 0.141, -0.025], [-0.058, -0.004, 0.026], [0.031, 0.026, 0.006], [0.013, 0.034, 0.031], [-0.002, -0.022, 0.003], [0.031, -0.012, -0.018], [-0.190, -0.099, -0.071], [0.000, -0.035, -0.015], [-0.004, 0.015, 0.007], [0.012, 0.094, 0.337], [0.237, 0.032, -0.118], [-0.144, -1.085, 0.340], [-0.461, 0.022, -0.118], [0.248, 0.197, 0.058], [-0.072, -0.437, 0.288], [0.002, 0.876, 1.539], [-0.341, 1.504, 1.843], [-0.112, 0.226, 0.647], [-0.036, -0.038, -0.103], [-0.002, 0.117, -0.042], [-0.231, 0.304, 0.162], [-0.027, 0.000, 0.005], [0.183, 0.292, -0.220], [0.096, -0.022, -0.020], [0.114, 0.024, 0.047], [-0.093, 0.021, 0.011], [-0.018, -0.023, 0.069], [-0.053, 0.176, 0.065], [-0.048, 0.139, 0.160], [0.078, 1.477, 3.133], [0.053, 2.155, 2.112], [0.144, 0.070, 0.201], [0.201, 0.379, 0.513], [-0.075, 0.012, 0.016], [0.221, 0.028, -0.050], [-0.112, 0.051, 0.065], [0.096, -0.053, 0.004], [0.112, 0.037, -0.118], [-0.003, 0.124, 0.030], [-0.065, -0.088, -0.031], [-0.284, -0.019, 0.504], [-0.060, 0.287, -0.016], [0.801, 0.162, 0.087], [-0.011, -0.012, 0.002], [0.008, 0.000, 0.001], [-0.036, 0.016, -0.136], [-0.007, -0.051, 0.072]]
}

=====

[3]
{
  "formula": "C4H2N2OS",
  "method": "the ωB97M-V functional and the def2-TZVPD basis",
  "gap_ev": 9.093,
  "smiles": "C#Cc1nc(S)no1",
  "fmax_ev_per_a": 7.45,
  "symbols": ["C", "C", "C", "C", "H", "H", "N", "N", "O", "S"],
  "coordinates": [[-1.035786, 0.057746, 0.026325], [1.146333, -0.093127, -0.009284], [2.584607, -0.229144, -0.098575], [3.813699, -0.511000, -0.014076], [-2.619006, -1.798307, -0.217465], [4.777695, -0.849805, -0.173489], [-0.651669, 1.348172, -0.096400], [0.073212, -0.887275, 0.167854], [0.746295, 1.205150, 0.111262], [-2.695811, -0.347889, -0.026604]],
  "forces_ev_per_angstrom": [[3.505, 0.560, -0.113], [-3.206, 1.174, 2.050], [4.466, -2.185, 0.931], [-7.257, 1.546, -0.713], [0.305, 2.472, 0.304], [1.419, -0.199, 0.021], [0.685, -3.570, 1.324], [0.319, 1.753, -1.729], [0.599, 0.831, -1.894], [-0.835, -2.381, -0.182]]
}

=====

[4]
{
  "formula": "C15H34N2NaO7",
  "method": "the ωB97M-V functional and the def2-TZVPD basis",
  "charge": 1,
  "gap_ev": 10.005,
  "fmax_ev_per_a": 2.38,
  "symbols": ["Na", "C", "C", "O", "C", "O", "O", "H", "H", "H", "H", "C", "O", "C", "C", "N", "C", "C", "O", "C", "H", "H", "H", "H", "H", "H", "H", "H", "H", "H", "H", "H", "H", "H", "H", "C", "O", "C", "C", "N", "C", "C", "O", "C", "H", "H", "H", "H", "H", "H", "H", "H", "H", "H", "H", "H", "H", "H", "H"],
  "coordinates": [[20.016284, -10.164005, 10.996618], [16.801977, -7.752821, 6.989608], [17.416887, -6.402148, 7.263879], [17.919853, -6.579223, 8.575744], [18.258961, -7.871267, 8.731247], [18.893499, -8.351179, 9.625332], [17.729502, -8.596028, 7.747998], [16.950638, -8.103485, 5.969947], [15.763722, -7.895581, 7.276932], [16.614262, -5.665707, 7.288275], [18.205328, -6.127981, 6.564192], [18.030826, -9.768465, 14.011330], [18.179065, -10.124677, 12.645994], [17.205520, -11.074879, 12.227804], [17.192177, -11.257433, 10.695471], [18.408695, -11.927266, 10.193266], [18.451907, -12.049347, 8.739483], [19.829880, -12.086699, 8.044524], [20.777994, -11.133565, 8.459650], [22.012557, -11.234260, 7.767441], [18.270777, -10.591457, 14.682637], [17.034173, -9.341628, 14.155711], [18.678951, -8.919216, 14.229251], [16.232814, -10.636410, 12.477709], [17.241042, -12.046443, 12.730108], [17.040303, -10.267341, 10.262862], [16.365506, -11.864939, 10.309476], [18.498377, -12.852138, 10.597615], [18.136970, -11.076791, 8.344207], [17.864558, -12.848129, 8.281770], [19.607285, -11.889802, 6.987303], [20.274821, -13.090487, 8.128879], [22.500019, -12.194467, 7.965499], [22.580189, -10.374805, 8.104423], [21.863289, -11.251285, 6.683537], [22.056582, -7.624843, 9.921034], [21.994886, -8.981788, 10.341215], [23.250391, -9.460508, 10.824348], [22.901039, -10.898102, 11.227480], [21.976753, -11.059670, 12.359789], [21.905552, -12.502433, 12.689205], [21.064859, -12.665510, 13.935712], [21.690469, -12.137257, 15.063631], [20.868832, -12.165051, 16.247888], [21.978936, -7.522303, 8.838418], [22.831914, -7.012862, 10.383461], [21.163064, -7.087863, 10.262484], [23.610346, -8.868630, 11.668624], [23.995079, -9.481343, 10.025905], [23.887259, -11.337335, 11.446964], [22.439880, -11.457044, 10.414166], [22.279384, -10.524348, 13.165250], [22.958449, -12.773205, 12.825076], [21.456815, -13.088088, 11.887415], [20.736244, -13.713917, 13.986472], [20.125371, -12.103675, 13.787911], [21.462789, -12.343342, 17.139452], [20.052052, -12.871081, 16.114352], [20.526227, -11.125542, 16.303186]],
  "forces_ev_per_angstrom": [[0.045, 0.161, -0.204], [1.529, -0.975, -0.895], [-1.485, 0.237, -0.299], [0.915, 0.134, 0.786], [-0.423, -0.179, 0.071], [0.165, 0.323, 0.210], [-0.870, -0.344, -0.206], [-0.328, 0.283, -0.107], [0.111, 0.010, 0.442], [0.412, 0.334, 0.032], [0.033, -0.009, 0.110], [-0.118, 0.857, -0.228], [0.494, -0.725, -0.465], [-1.172, 0.268, -0.775], [0.311, -0.577, 0.122], [0.835, 0.281, -0.096], [1.012, 2.054, -0.665], [0.248, -1.169, -0.103], [-0.585, 0.226, 0.700], [-0.602, -0.409, -0.099], [-0.235, -0.092, 0.062], [-0.217, -0.516, 0.264], [0.383, -0.252, -0.195], [-0.162, -0.204, 0.051], [0.516, 0.059, 0.243], [0.544, -0.009, -0.252], [-0.562, 0.196, 0.784], [-0.150, 0.075, 0.259], [-0.844, -0.189, 0.240], [-0.220, -0.037, 0.211], [0.002, -0.342, -0.060], [0.039, 0.015, -0.082], [0.205, 0.106, 0.405], [0.327, -0.093, -0.194], [-0.078, 0.473, -0.052], [-1.504, 0.970, 0.226], [0.609, 1.278, 0.047], [-1.768, -1.357, -0.110], [1.262, 0.186, 0.711], [-0.439, 0.182, -1.187], [0.512, 1.453, 0.922], [-0.962, -0.049, -0.564], [0.731, -0.884, 0.490], [0.319, 1.235, -1.081], [0.693, -0.199, -0.118], [0.621, -0.538, -0.299], [-0.210, -0.448, 0.112], [0.016, 0.046, 0.029], [0.085, 0.097, 0.014], [-0.144, -0.439, 0.032], [0.291, 0.222, -0.347], [0.130, -0.239, 0.135], [-0.241, -0.898, 0.258], [0.055, 0.200, -0.204], [0.410, -0.099, 0.620], [-0.007, -0.008, -0.289], [0.137, -0.386, -0.165], [-0.045, -0.034, 0.318], [-0.627, -0.263, 0.438]]
}

=====

What did the first record say?
{
  "formula": "C4H7BrNS",
  "method": "the ωB97M-V functional and the def2-TZVPD basis",
  "charge": 1,
  "gap_ev": [6.443, 7.484],
  "s_squared": 2.008,
  "spin_multiplicity": 3,
  "fmax_ev_per_a": 10.28,
  "symbols": ["C", "C", "C", "C", "N", "S", "Br", "H", "H", "H", "H", "H", "H", "H"],
  "coordinates": [[0.658259, 1.903649, 1.070592], [-0.501540, 1.384537, 0.711515], [0.755419, -0.575200, 1.020693], [-0.224136, -0.224449, -1.166843], [-0.455795, 0.008506, 0.319850], [2.029473, 0.772037, 1.126663], [-2.053469, 2.489968, 0.456363], [0.897740, 2.907608, 1.428951], [0.325771, -0.769194, 2.061984], [1.281794, -1.483333, 0.465567], [0.352770, 0.554712, -1.466998], [0.227004, -1.155701, -1.311652], [-1.196366, -0.193272, -1.584142], [-1.374045, -0.545760, 0.575665]],
  "forces_ev_per_angstrom": [[9.410, 3.293, 2.502], [-8.089, -1.844, -1.423], [0.878, -1.626, 1.447], [-2.204, -0.350, 1.371], [-0.895, -1.931, -0.543], [-3.106, 0.617, -0.521], [1.405, -1.331, -0.134], [-0.560, -0.485, -0.190], [1.245, -0.285, -1.319], [-1.769, 1.792, 1.373], [1.739, 2.131, -1.214], [0.590, -1.383, -0.219], [-0.765, 0.117, -0.877], [2.122, 1.287, -0.254]]
}